A molecular structure, C32H42NO5Rh. Source: the Open Molecules 2025 dataset; level of theory: the ωB97M-V functional and the def2-TZVPD basis.

Positions of all 81 atoms, in Å:
C: 0.25254 -0.20813 -7.07859
C: 0.06791 -0.77722 -5.65997
C: -0.09045 1.28568 -7.06752
C: -0.91242 1.53498 -5.75795
H: -0.71659 1.48466 -7.94870
H: 0.82643 1.91069 -7.09953
C: -0.94928 0.07816 -4.95515
H: 1.03792 -0.75301 -5.15593
H: -0.23930 -1.82312 -5.73384
C: -1.10512 -0.29109 -3.43079
H: -1.90850 -0.28320 -5.36460
H: -1.96833 1.73049 -6.04145
C: -0.38882 2.75624 -5.10064
C: 1.66500 -0.44458 -7.58772
C: -0.53001 -0.91384 -8.18247
O: -1.14594 -0.33067 -9.06508
O: 2.65676 -0.55376 -6.88037
O: 1.71638 -0.47839 -8.93192
O: -0.47581 -2.25345 -8.15171
C: -1.01424 -2.80995 -9.36699
H: -0.87357 -3.88746 -9.27502
H: -0.46034 -2.39925 -10.22536
H: -2.07478 -2.53898 -9.46694
C: 3.02337 -0.73187 -9.45335
H: 3.72565 0.02529 -9.07461
H: 2.89115 -0.66929 -10.53510
H: 3.35352 -1.73491 -9.14024
O: -0.44719 0.30540 -2.34015
H: -0.79738 -1.36722 -3.41386
H: -2.20724 -0.31314 -3.24781
C: -1.34028 3.60601 -4.34368
C: 1.02573 2.68392 -4.63241
H: 1.70727 3.38159 -5.16136
H: 1.40634 1.65101 -4.76392
H: 1.05833 2.94646 -3.55320
H: -0.85972 3.88778 -3.39161
H: -2.25851 3.02646 -4.13228
H: -1.63650 4.55101 -4.83658
Rh: -1.26144 0.24689 -0.44249
C: -2.67836 0.11900 0.92845
C: -3.20325 -0.26009 -0.34526
C: -2.40810 -1.34384 -0.84967
H: -4.07653 0.17762 -0.81552
C: -1.39736 -1.66298 0.12224
C: -1.60636 -0.76934 1.22049
H: -1.09137 -0.82046 2.16332
H: -3.05767 0.87728 1.60252
H: -2.57597 -1.88793 -1.77140
H: -0.64838 -2.45164 0.07736
C: 2.04602 0.76209 -0.32723
C: 2.28315 -0.29585 0.59010
C: 2.27426 -1.53185 -0.13126
H: 2.45884 -0.17994 1.65958
C: 2.09266 -1.23166 -1.51069
C: 1.92444 0.18717 -1.63373
H: 1.86092 0.74446 -2.56177
H: 1.95308 1.82140 -0.09799
H: 2.40543 -2.52101 0.30094
H: 2.08599 -1.93590 -2.34488
C: -3.72852 3.43859 0.49469
N: -2.58668 4.19935 0.88359
C: -2.76317 5.11869 1.96851
C: -1.26288 3.75844 0.53962
C: -0.53075 3.05849 1.64666
C: -0.10955 3.81525 2.76702
C: 0.37318 3.16965 3.90050
C: 0.56719 1.78910 3.86078
C: 0.29379 1.07706 2.67309
C: -0.30601 1.70368 1.60828
H: -4.58623 4.12302 0.42367
H: -3.98467 2.65668 1.23178
H: -3.55960 2.96062 -0.48050
H: -2.76692 4.62672 2.95832
H: -1.96748 5.87404 1.95983
H: -3.73591 5.61150 1.84080
H: -1.32832 3.11134 -0.34745
H: -0.69329 4.67174 0.29299
H: -0.19790 4.90441 2.74743
H: 0.59059 3.74060 4.80449
H: 0.94961 1.26169 4.73370
H: 0.55288 0.01735 2.65770

Cartesian forces (eV/Å) of the 2 atoms listed first:
0.5 -0.9 -0.8
0.9 0.0 -0.4

The HOMO energy (spin up / spin down) is 1.4054 / 0.4549 eV. As for the spin multiplicity: 5. The total charge is -2. As for the orbital gap (spin up / spin down): 2.318 / 3.268 eV.